No. 1
The following is a quantum chemistry calculation of a structure of composition C39H54N2O2P2Pb in a non-equilibrium geometry, from OMol25.

Each line ends with the Mulliken charge.
Cartesian coordinates (Å):
Pb -0.11093 0.62216 -0.17231  1.076
C -3.05221 2.40750 1.00224  0.382
C -3.68147 1.13743 1.11748  0.541
C -2.20218 1.35455 2.86665  0.804
C -2.13975 2.54402 2.08509  0.639
C -3.14604 0.48384 2.26433  0.571
C -3.31578 3.44261 -0.01859  -1.544
H -3.88764 3.03704 -0.85794  0.344
H -2.37682 3.85600 -0.41144  0.383
H -3.88813 4.28527 0.40053  0.352
C -1.31175 3.72943 2.37810  -0.849
H -1.31683 4.42905 1.53245  0.367
H -0.26684 3.45632 2.60396  0.075
H -1.70593 4.27440 3.25257  0.349
C -1.43470 1.09693 4.10174  -1.123
H -1.93073 1.55712 4.97082  0.405
H -0.41981 1.51606 4.04284  0.090
H -1.35409 0.02187 4.30658  0.390
C -3.52409 -0.85040 2.77154  -1.469
H -4.09290 -0.78163 3.71133  0.385
H -2.63221 -1.45819 2.98000  0.293
H -4.14604 -1.38900 2.05026  0.399
C -4.70415 0.58337 0.20709  -1.580
H -5.72394 0.73907 0.59760  0.360
H -4.57308 -0.50074 0.06992  0.343
H -4.66113 1.05740 -0.78286  0.350
C -0.10591 -0.83894 -6.05340  -0.152
C -1.33654 -0.32268 -6.23373  -0.699
C -2.48352 -1.05753 -6.86456  -0.893
C -2.57624 -2.57295 -6.53970  -0.908
C -2.21612 -2.98093 -5.14242  -0.273
C -1.00132 -3.42930 -4.76973  -0.448
C 0.25345 -3.35186 -5.58597  -0.687
C 0.35137 -2.16160 -6.57118  -1.264
H -2.43761 -0.97234 -7.96582  0.387
H -1.95503 -3.13198 -7.25596  0.309
H -3.42076 -0.56212 -6.56004  0.341
H -0.18634 -2.40371 -7.49451  0.378
H 0.70297 -0.21716 -5.66471  0.676
H -1.51991 0.74696 -6.06180  0.877
H 1.41720 -2.04965 -6.82878  0.405
H 1.10059 -3.31367 -4.87997  0.310
H -0.89186 -3.97244 -3.82273  0.728
H 0.39076 -4.27295 -6.17739  0.419
H -3.62430 -2.86710 -6.71738  0.437
H -3.05956 -2.99009 -4.43751  0.445
P -0.74617 0.31915 -2.74874  0.457
P -0.62169 -2.06220 -0.16789  0.945
C -0.16237 -1.40874 -2.92579  -0.069
C 0.34418 -2.25280 -1.72411  -1.282
H 0.59161 -1.43989 -3.72990  0.636
H -1.08044 -1.86367 -3.32811  -0.641
H 0.29855 -3.33000 -1.96144  0.620
H 1.39534 -1.99721 -1.50592  0.266
C 0.26856 -3.04310 1.06368  -1.302
H -0.29452 -2.98391 2.00918  0.397
H 1.28552 -2.64593 1.21381  0.250
H 0.30776 -4.08667 0.71577  0.489
C -2.21265 -2.90644 -0.39519  -1.249
H -2.04146 -3.92735 -0.77010  0.480
H -2.85402 -2.34682 -1.09321  0.202
H -2.71038 -2.95046 0.58783  0.443
C 0.39695 1.40887 -3.63079  -1.335
H 0.07473 2.44251 -3.42795  0.412
H 0.39982 1.25880 -4.71683  0.336
H 1.41702 1.27614 -3.23391  0.426
C -2.45190 0.53696 -3.31578  -0.638
H -3.14870 0.00634 -2.64638  0.117
H -2.63357 0.20123 -4.35082  -0.233
H -2.67578 1.61454 -3.25147  0.531
O 2.53729 -0.61157 0.12021  -0.704
C 2.66567 0.12851 1.11590  -0.094
N 3.73349 0.18508 1.99571  0.005
C 3.43065 0.97709 3.15766  2.955
C 2.12115 1.65081 2.67869  -0.696
O 1.54725 2.56162 3.28395  -0.850
N 1.71509 1.03760 1.52959  -0.136
C 3.04983 0.10374 4.34782  -0.554
C 2.45668 0.71002 5.46016  0.077
C 2.00703 -0.06794 6.53385  -0.977
C 2.13330 -1.46572 6.48716  -0.486
C 2.73502 -2.06589 5.37306  -0.932
C 3.20553 -1.28425 4.30662  -0.328
C 4.48797 2.02900 3.43975  -0.118
C 5.12166 2.14899 4.68449  -0.168
C 5.99010 3.22512 4.91953  -0.887
C 6.27981 4.13816 3.90091  -0.477
C 5.69672 3.96793 2.63354  -0.757
C 4.80513 2.91074 2.40581  -0.422
H 4.52991 -0.42564 1.86524  0.335
H 2.33353 1.79850 5.47271  0.515
H 1.56106 0.42759 7.39792  0.440
H 1.77375 -2.07816 7.31940  0.443
H 2.85086 -3.15008 5.31366  0.444
H 3.69087 -1.75377 3.44755  0.390
H 4.92744 1.40703 5.46212  0.482
H 6.43448 3.33666 5.91274  0.408
H 6.95689 4.97470 4.08517  0.405
H 5.92054 4.65656 1.82026  0.388
H 4.35275 2.77877 1.42025  0.318

charge	+2
HOMO-LUMO gap (spin up / spin down)	0.1606 / 0.1577	Ha
HOMO level (spin up / spin down)	-0.4584 / -0.4584	Ha
ΔE to the lowest compared entry with this formula, charge and spin	0.0000	eV
2S+1	1

---

No. 2
The following is a quantum chemistry calculation of a structure of composition C6H14O2 in a non-equilibrium geometry, from OMol25.

Each line ends with the Mulliken charge.
Cartesian coordinates (Å):
C 0.10801 3.80769 2.84646  -1.221
C -0.03866 3.57602 1.34627  -0.589
C 0.21732 2.12748 0.91027  0.829
C -0.90802 1.18193 1.33492  -1.478
C 0.45489 2.07758 -0.59970  -0.961
C 0.74686 0.70009 -1.14760  -0.016
O 1.93460 0.24337 -1.01741  -0.589
H 0.01671 4.87618 3.08628  0.362
H 1.09384 3.46541 3.19607  0.323
H -0.66022 3.27407 3.42320  0.294
H 0.66427 4.23659 0.81584  0.355
H -1.04894 3.87438 1.01777  0.308
H 1.13165 1.77975 1.42048  0.266
H -1.80525 1.35488 0.71960  0.322
H -1.17867 1.33962 2.38742  0.390
H -0.61098 0.13128 1.21442  0.393
H -0.45487 2.47299 -1.08837  0.338
H 0.95265 2.13143 -1.79875  0.216
H -0.08473 -0.02715 -1.16396  0.438
O 2.71514 2.76798 -0.25700  -0.727
H 2.87743 1.60421 -0.62413  0.445
H 2.73013 3.30708 -1.05211  0.302

HOMO-LUMO gap	0.3223	Ha
HOMO level	-0.3246	Ha
ΔE to the lowest compared entry with this formula, charge and spin	5.4125	eV
2S+1	1

---

No. 3
The following is a quantum chemistry calculation of a cluster of 11 separate species, C5H33N2O10 in total in a non-equilibrium geometry, from OMol25.

Each line ends with the Mulliken charge.
Cartesian coordinates (Å):
C 0.16833 2.98613 -2.52507  -1.423
C 0.08649 1.42701 -2.58581  0.303
C -1.24114 0.92503 -1.88662  -1.104
C -1.04142 0.22095 -0.58497  0.344
N -1.25812 -2.79852 -0.07310  -0.294
C -0.06605 -2.06674 -0.22428  0.038
N 0.00135 -0.80830 -0.52235  0.944
H -0.58927 3.42724 -3.25394  0.329
H -0.03695 3.41683 -1.55956  0.344
H 1.12538 3.49893 -2.79137  0.364
H 0.17766 1.08767 -3.63841  0.242
H 0.93853 1.02271 -1.98260  -0.221
H -1.82365 1.80017 -1.67339  0.474
H -1.82883 0.34776 -2.53896  0.471
H -2.07307 -0.27365 -0.18141  0.125
H -0.81909 0.92025 0.26628  -0.393
H -2.17090 -2.33113 -0.29679  0.155
H -1.23838 -3.83443 0.11534  0.278
H 0.97928 -2.58256 -0.16954  0.380
H 0.88755 -0.27747 -0.75366  -0.386
H 0.36248 -1.63518 -5.23248  0.347
H -0.75036 -1.30548 -4.34019  0.295
O -0.15780 -2.03821 -4.48233  -0.687
H 2.06655 -0.39513 4.10577  0.311
H 0.95552 -0.67003 3.28880  0.361
O 1.81045 -1.03731 3.50408  -0.693
H 2.14896 -0.05754 2.15561  0.362
H 2.42232 1.26193 1.49450  0.305
O 2.06552 0.40473 1.30473  -0.555
H 2.80850 2.14861 3.52792  0.284
H 3.02065 3.43837 2.77388  0.299
O 2.42473 2.65394 2.86804  -0.598
H -1.52825 -2.35717 2.59711  0.280
H -0.77016 -2.00229 3.92839  0.306
O -1.14142 -1.59852 3.12443  -0.569
H -4.61831 -2.05321 0.48360  0.280
H -3.82435 -1.10960 1.47214  0.223
O -3.75773 -1.56954 0.72875  -0.565
H 2.87092 -0.93619 -0.28309  0.297
H 4.02394 -0.82862 -1.37819  0.283
O 3.05015 -0.82913 -1.23937  -0.595
H 0.60741 -2.74816 -3.05895  0.378
H 2.02601 -2.47324 -2.69031  0.270
O 1.17030 -2.81846 -2.26642  -0.604
H -1.54467 0.89999 2.46029  0.331
H -2.19371 1.82630 1.48274  0.306
O -2.40450 0.88418 1.81606  -0.615
H 0.13889 2.71835 2.47456  0.320
H -0.69329 3.20641 3.54592  0.258
O -0.76645 2.91237 2.69423  -0.586

charge	+1
HOMO-LUMO gap	0.3743	Ha
HOMO level	-0.4691	Ha
ΔE to the lowest compared entry with this formula, charge and spin	3.8454	eV
2S+1	1

---

No. 4
The following is a quantum chemistry calculation of a structure of composition C28H23GeN11OW, from OMol25.

Each line ends with the Mulliken charge.
Cartesian coordinates (Å):
W 0.08390 0.03003 0.34144  0.687
O 1.83794 -0.17621 0.83274  0.152
C 2.77521 -0.11619 1.82551  0.766
C 4.11018 -0.31997 1.53036  -0.951
C 5.02651 -0.21811 2.56250  -0.668
C 4.60521 0.08961 3.85617  -0.958
C 3.26845 0.29943 4.12396  -1.011
C 2.31732 0.19414 3.10094  0.698
C 0.90782 0.44658 3.30949  0.716
N -0.09629 0.42521 2.38296  0.212
C -1.27598 0.77200 3.06242  -0.176
C -0.98019 0.98047 4.35661  -0.983
N 0.37257 0.76968 4.48569  -0.037
H 4.41314 -0.53617 0.51523  0.577
H 6.07803 -0.36753 2.35872  0.482
H 5.32867 0.17594 4.65459  0.448
H 2.97547 0.55408 5.13410  0.432
H -2.23033 0.84576 2.58109  0.467
H -1.60740 1.25449 5.18762  0.442
H 0.88621 0.85780 5.35084  0.187
N -2.76627 1.70985 -0.72064  0.034
C -2.98108 0.47549 -0.09764  0.059
N -4.11093 -0.07837 0.16861  -0.398
N -3.79265 -1.17783 0.92901  -0.620
N -2.54658 -1.26302 1.12765  -0.038
N -1.93310 -0.22121 0.47290  0.917
C -1.48737 1.98012 -0.99471  0.342
N -0.77870 3.13533 -0.80652  -0.265
N 0.46387 2.80523 -0.77073  -0.353
N 0.61499 1.49336 -1.05494  -0.195
N -0.64101 0.97522 -1.25923  0.085
H -3.45986 2.44545 -0.63068  0.331
C 0.04954 -3.26599 1.65199  -1.144
Ge 0.18673 -2.77082 -0.21601  0.408
C -1.29191 -3.09043 -1.38504  0.897
C -1.64962 -2.27814 -2.46221  0.293
C -2.74109 -2.61226 -3.24663  -0.902
C -3.47549 -3.75909 -2.96284  -0.562
C -3.12516 -4.56947 -1.89403  -0.791
C -2.04049 -4.23450 -1.09523  -0.389
C 1.96735 -3.26541 -0.92396  0.985
C 2.60453 -4.31951 -0.24894  -0.657
C 3.72635 -4.94394 -0.76863  -1.045
C 4.26314 -4.51928 -1.98973  -0.677
C 3.68139 -3.44851 -2.67607  0.625
C 4.21865 -2.99889 -3.90090  -0.655
C 3.65057 -1.91335 -4.58295  -0.701
C 2.55145 -1.27108 -4.05064  -1.134
C 2.00033 -1.71637 -2.84172  0.420
C 2.53049 -2.80517 -2.13691  0.080
H 0.10535 -4.35505 1.72668  0.664
H -0.90815 -2.94371 2.05353  0.389
H 0.87537 -2.84715 2.22908  0.370
H -1.08909 -1.38072 -2.70203  0.338
H -3.02365 -1.98463 -4.08122  0.460
H -4.32746 -4.01681 -3.57742  0.447
H -3.70076 -5.45785 -1.67243  0.454
H -1.79709 -4.86737 -0.24876  0.406
H 2.20951 -4.68242 0.69164  0.450
H 4.18259 -5.76831 -0.23681  0.482
H 5.13393 -5.01408 -2.40268  0.495
H 5.08123 -3.50535 -4.31751  0.495
H 4.07626 -1.58407 -5.52115  0.460
H 2.11245 -0.42945 -4.56925  0.500
H 1.14107 -1.20630 -2.42001  0.155

⟨S²⟩	0.78
charge	+3
HOMO-LUMO gap (spin up / spin down)	0.2244 / 0.1821	Ha
HOMO level (spin up / spin down)	-0.6223 / -0.6224	Ha
2S+1	2

---

No. 5
The following is a quantum chemistry calculation of a structure of composition C22H37CdF9O12 in a non-equilibrium geometry, from OMol25.

Each line ends with the Mulliken charge.
Cartesian coordinates (Å):
Cd -23.88088 1.40876 -16.34103  3.065
C -22.17722 -0.68290 -14.21693  -0.335
O -21.64337 -1.57500 -15.19426  -0.185
O -22.66795 0.50840 -14.81091  -1.404
C -23.04293 -1.40651 -13.15699  0.580
F -24.06514 -2.03156 -13.68587  -0.256
F -22.31903 -2.32075 -12.56925  -0.304
F -23.50477 -0.68087 -12.13917  -0.240
C -20.36302 -2.17266 -15.04479  -0.240
C -20.02569 -3.05519 -16.16754  -1.426
H -19.68285 -2.69729 -17.13835  0.320
H -19.04942 -3.38205 -15.80955  0.423
H -20.62329 -3.94809 -16.35113  0.312
H -20.35839 -2.79127 -14.14734  0.321
H -19.55441 -1.44883 -14.94317  0.333
H -21.34928 -0.36501 -13.58323  0.263
C -23.33892 2.15747 -18.91896  0.167
O -22.49273 1.70574 -17.80684  -0.646
O -24.54972 2.33737 -18.10545  -0.840
C -22.72399 3.41526 -19.75807  0.664
F -23.54988 3.61946 -20.82265  -0.298
F -22.62333 4.61101 -19.12371  -0.253
F -21.62407 3.04870 -20.29565  -0.242
C -21.32697 0.99725 -18.13568  -0.016
C -20.18673 1.73397 -17.35443  -1.203
H -20.56249 1.80765 -16.33391  0.115
H -19.23600 1.20376 -17.40990  0.455
H -20.09810 2.72747 -17.79399  0.357
H -20.81671 1.05731 -19.09699  0.387
H -21.40908 -0.03768 -17.80359  -0.051
H -23.42027 1.34364 -19.63949  0.304
C -22.80153 4.26700 -15.48231  -0.853
O -23.90421 3.45152 -15.41413  0.042
C -24.81192 3.68043 -14.38088  -0.702
C -26.09976 2.71446 -14.64481  -0.398
O -25.51855 1.52133 -15.18092  -0.253
C -26.46616 0.72796 -15.78136  -0.302
C -25.86404 -0.53311 -16.46564  -0.904
O -24.51393 -0.50654 -16.89743  -0.119
C -24.20783 -1.80177 -17.32778  -1.103
H -22.06656 4.18189 -14.68188  0.294
H -23.17105 5.28540 -15.60231  0.285
H -22.16843 4.16830 -16.36409  0.169
H -25.22703 4.68488 -14.29806  0.394
H -24.35434 3.25689 -13.48682  0.356
H -26.83093 3.14184 -15.33098  0.256
H -26.43720 2.63433 -13.61147  0.293
H -26.85641 1.23534 -16.66362  0.207
H -27.14509 0.39721 -14.99540  0.340
H -26.61153 -0.74655 -17.22971  0.358
H -25.73234 -1.35478 -15.76165  0.617
H -24.89555 -1.84818 -18.17217  0.453
H -24.55922 -2.66387 -16.76086  0.345
H -23.19284 -1.83184 -17.72402  0.164
C -21.64797 1.26844 -10.75054  -0.634
C -20.60314 0.12596 -10.30875  -0.419
O -20.27994 0.23910 -8.96691  -0.299
C -19.47383 1.29699 -8.56974  0.300
O -18.96772 2.16942 -9.22780  -0.484
C -19.00231 1.05223 -7.11248  0.889
F -17.88976 1.79776 -6.90434  -0.240
F -19.93355 1.47815 -6.25634  -0.271
F -18.83623 -0.17185 -6.78428  -0.233
H -21.95276 1.09815 -11.78311  -0.127
H -21.00418 2.14603 -10.69172  0.465
H -22.56005 1.11916 -10.17267  0.282
H -19.79796 0.15537 -11.04286  0.333
H -20.98722 -0.87080 -10.52565  0.405
C -27.97542 4.46063 -20.27010  -1.612
C -27.85284 3.92443 -18.82841  1.238
C -27.99935 4.96231 -17.81578  -0.537
O -29.25677 4.54572 -17.26028  -0.395
C -29.49558 3.23104 -17.48948  0.658
O -30.20429 2.59098 -16.74357  -0.568
O -28.70494 2.84836 -18.53694  -0.381
H -29.01033 4.47135 -20.61210  0.416
H -27.69578 3.70734 -21.00662  0.374
H -27.55085 5.45198 -20.42837  0.385
H -26.83218 3.59522 -18.63352  -0.266
H -28.24874 5.89925 -18.31381  0.385
H -27.01436 5.15883 -17.39237  0.271

HOMO-LUMO gap	0.3304	Ha
HOMO level	-0.3137	Ha
ΔE to the lowest compared entry with this formula, charge and spin	2.8557	eV
2S+1	1

---

No. 6
The following is a quantum chemistry calculation of a cluster of 2 separate species, C3H9NO2 in total in a non-equilibrium geometry, from OMol25.

Each line ends with the Mulliken charge.
Cartesian coordinates (Å):
C 0.05175 1.92709 0.23758  -0.850
N -0.76418 0.76998 -0.09739  -0.168
C -0.47026 -0.48174 0.34598  0.696
C -1.42382 -1.57178 -0.10872  -0.971
O 0.50047 -0.71913 1.04877  -0.656
H 0.92654 1.55816 0.78756  0.341
H 0.40602 2.43491 -0.66388  0.286
H -0.51183 2.64440 0.85098  0.292
H -1.59630 0.90859 -0.64183  0.188
H -2.17569 -1.24465 -0.83187  0.323
H -1.93716 -1.95981 0.76351  0.263
H -0.85615 -2.39497 -0.54712  0.260
O 2.91400 -0.64394 -0.08685  -0.592
H 2.79753 -0.08578 -0.89172  0.300
H 2.13906 -1.14133 -0.16502  0.287

SMILES	CNC(C)=O.O
HOMO-LUMO gap	0.3867	Ha
HOMO level	-0.3619	Ha
ΔE to the lowest compared entry with this formula, charge and spin	0.6762	eV
2S+1	1

---

We obtain total energy values of -72203.9980 -10539.2041 -29168.7931 -106158.9921 -76998.3417 -8842.2790 eV for the records listed above, in that order.